Formula: C21H45N2P3PbS2
Source: the Open Molecules 2025 dataset
Level of theory: wB97M-V/def2-TZVPD

Properties
Kohn-Sham gap (spin up / spin down) in eV: 4.61 / 4.78
E_HOMO (spin up / spin down) in eV: -19.2 / -19.2

Structure (ORCA input):
```
! RIJCOSX wB97M-V def2-TZVPD def2/J DEFGRID3
* xyz 4 1
Pb -0.3233 1.0109 -0.2988
P -0.7617 -2.4803 0.9904
P -0.5847 -0.0135 -2.9735
P -3.2563 1.1068 -0.0133
H 2.0993 2.2594 3.9782
C 1.2510 2.5826 4.5941
C 0.0826 1.9242 4.6012
H -0.0803 1.0189 4.0043
C 0.7918 -2.8016 1.8118
C -1.0370 -3.6474 -0.3387
C -2.1096 -2.5523 2.1643
C -0.3453 1.3046 -4.2174
C 0.7240 -1.2166 -3.3981
C -2.1092 -0.8373 -3.5561
C -3.7095 1.8963 1.5708
C -4.4737 -0.2490 -0.1570
C -3.8935 2.3303 -1.2157
H 1.4001 3.4642 5.2291
H -0.7508 2.2654 5.2276
H 1.4403 -1.9147 1.7519
H 1.2860 -3.6566 1.3311
H 0.5963 -3.0379 2.8670
H -0.2267 -4.3883 -0.3419
H -1.0550 -3.1222 -1.3051
H -1.9996 -4.1526 -0.1814
H -1.6954 -2.6616 3.1750
H -2.7454 -3.4171 1.9323
H -2.7077 -1.6321 2.1147
H -0.9999 1.1227 -5.0809
H 0.7017 1.3220 -4.5482
H -0.5888 2.2792 -3.7719
H 0.9623 -1.1486 -4.4686
H 0.3871 -2.2351 -3.1623
H 1.6322 -1.0047 -2.8153
H -2.2278 -0.6636 -4.6352
H -2.9811 -0.4241 -3.0274
H -2.0529 -1.9174 -3.3612
H -4.8025 1.9927 1.6410
H -3.2465 2.8886 1.6487
H -3.3455 1.2757 2.4015
H -5.4911 0.1673 -0.1332
H -4.3457 -0.9597 0.6707
H -4.3210 -0.7836 -1.1048
H -4.9901 2.3646 -1.1421
H -3.6053 2.0272 -2.2327
H -3.4735 3.3261 -1.0148
C -0.6478 4.3353 0.1327
C -1.7483 5.1562 -0.1996
C -2.5042 5.7412 0.8089
C -2.1643 5.5382 2.1521
C -1.0484 4.7628 2.4842
C -0.2812 4.1809 1.4832
S 0.2014 3.4953 -1.1192
H -0.7391 -1.1701 0.4137
H -1.9731 5.3100 -1.2554
H -3.3595 6.3652 0.5435
H -2.7629 5.9952 2.9410
H -0.7665 4.6092 3.5253
H 0.5980 3.5787 1.7195
S 1.9518 0.6742 1.2233
C 3.0801 0.4287 -0.0579
N 3.0729 1.1907 -1.1771
C 4.2022 1.1816 -2.1167
C 4.6847 -0.2430 -2.2899
C 5.0226 -0.8702 -0.9542
N 3.9936 -0.5475 0.0406
H 2.5061 2.0385 -1.1125
H 5.0091 1.8184 -1.7279
H 3.8533 1.6063 -3.0619
H 5.5765 -0.2459 -2.9222
H 3.9218 -0.8410 -2.7997
H 5.9923 -0.5031 -0.5921
H 5.0835 -1.9607 -1.0319
H 3.9777 -1.0541 0.9209
*
```

---

Formula: C22H26N2O2
Source: the Open Molecules 2025 dataset
Level of theory: wB97M-V/def2-TZVPD

Properties
Kohn-Sham gap in eV: 7.72
E_HOMO in eV: -7.2
Energy above the lowest of the compared OMol25 structures with the same formula, charge and spin in kcal/mol: 416.89

Structure (ORCA input):
```
! RIJCOSX wB97M-V def2-TZVPD def2/J DEFGRID3
* xyz 0 1
C -2.0309 -5.6935 0.3826
H -1.9610 -6.6718 -0.2016
O -0.9785 -4.8420 -0.4424
C -0.8520 -3.6818 -0.0515
C -1.4853 -3.1991 0.9071
C -1.2440 -1.7984 1.4145
C -0.3641 -1.1226 0.7705
C 0.2966 -1.6041 -0.6084
C -0.0431 -2.9082 -0.8893
H 0.5023 -3.4709 -1.6495
H 0.9497 -0.8871 -1.0985
C -0.0837 0.5351 0.8953
N -1.1714 1.0348 0.9481
C -1.9869 1.5501 0.0049
C -2.1979 0.7024 -1.3147
C -3.2070 1.1119 -1.9799
C -3.8624 2.1150 -1.8350
C -3.7600 2.9658 -0.6433
C -2.6776 2.7158 0.1241
C -2.4431 3.2552 1.6337
H -2.2697 4.2747 1.3637
H -3.3340 3.1416 2.3970
C -1.1607 2.5301 1.9485
H -1.1978 2.1782 3.1225
H -0.2536 3.1734 1.4327
H -4.2272 3.9311 -0.5545
H -4.6165 2.4046 -2.6224
H -3.2392 0.7358 -3.0450
H -1.6834 -0.2014 -1.2729
C 1.1182 1.0617 0.1710
O 0.8467 2.1032 -0.7300
N 2.2976 0.5907 0.1839
H 2.4890 -0.1144 0.9682
C 3.4637 0.9167 -0.4673
C 4.5824 1.4743 0.4838
H 4.2815 1.9623 1.5162
H 5.0739 2.4611 -0.0993
C 5.6587 0.4466 0.7359
H 6.6333 0.8273 0.7610
H 5.2611 -0.2403 1.2569
C 5.6743 -0.1617 -0.8059
H 5.9533 0.6948 -1.3916
H 5.9624 -1.1036 -1.0596
C 4.0454 -0.2576 -1.2344
H 3.5647 -0.9994 -0.9854
H 4.0354 -0.0872 -2.3360
H 3.2054 1.7375 -1.0491
H 0.5576 0.2803 2.0607
H -1.6415 -1.1362 2.0976
H -2.3624 -3.4729 1.7225
H -3.0494 -5.1875 0.2152
H -1.7568 -5.7894 1.2901
*
```

---

The records above yield energy values of -2948.46917 -1113.32549 a.u., respectively.